{
  "formula": "C42H78Br18O36",
  "method": "ωB97M-V with the def2-TZVPD basis set",
  "symbols": ["C", "O", "C", "O", "O", "C", "H", "H", "H", "H", "H", "H", "C", "O", "C", "O", "O", "C", "H", "H", "H", "H", "H", "H", "C", "O", "C", "O", "O", "C", "H", "H", "H", "H", "H", "H", "C", "O", "C", "O", "O", "C", "H", "H", "H", "H", "H", "H", "C", "O", "C", "O", "O", "C", "H", "H", "H", "H", "H", "H", "C", "O", "C", "O", "O", "C", "H", "H", "H", "H", "H", "H", "C", "O", "C", "O", "O", "C", "H", "H", "H", "H", "H", "H", "C", "O", "C", "O", "O", "C", "H", "H", "H", "H", "H", "H", "C", "O", "C", "O", "O", "C", "H", "H", "H", "H", "H", "H", "C", "O", "C", "O", "O", "C", "H", "H", "H", "H", "H", "H", "C", "O", "C", "O", "O", "C", "H", "H", "H", "H", "H", "H", "C", "O", "C", "O", "O", "C", "H", "H", "H", "H", "H", "H", "C", "Br", "Br", "Br", "H", "C", "Br", "Br", "Br", "H", "C", "Br", "Br", "Br", "H", "C", "Br", "Br", "Br", "H", "C", "Br", "Br", "Br", "H", "C", "Br", "Br", "Br", "H"],
  "positions_angstrom": [[-7.590, 0.964, 7.342], [-6.890, -0.046, 6.598], [-5.561, -0.047, 6.783], [-4.914, 0.740, 7.454], [-5.091, -1.079, 6.097], [-3.731, -1.172, 5.910], [-6.964, 1.823, 7.441], [-7.723, 0.547, 8.372], [-8.479, 1.179, 6.740], [-3.523, -2.031, 5.259], [-3.284, -1.268, 6.872], [-3.338, -0.283, 5.364], [4.620, 3.577, 2.130], [4.816, 4.451, 1.007], [5.826, 5.298, 1.263], [6.645, 5.276, 2.123], [5.834, 6.261, 0.308], [6.737, 7.369, 0.373], [3.708, 3.002, 2.032], [4.419, 4.044, 3.061], [5.429, 2.877, 2.253], [7.723, 6.919, 0.638], [6.493, 8.153, 1.056], [6.772, 7.722, -0.658], [8.281, 0.253, 0.995], [8.068, 0.206, 2.400], [7.353, -0.909, 2.768], [7.075, -1.862, 2.064], [7.114, -0.878, 4.055], [6.332, -1.980, 4.608], [9.043, 1.054, 0.773], [7.363, 0.549, 0.554], [8.684, -0.649, 0.606], [6.334, -1.778, 5.678], [6.918, -2.903, 4.330], [5.278, -1.944, 4.268], [-5.999, -2.730, 2.972], [-6.019, -2.069, 1.711], [-6.738, -2.568, 0.754], [-7.656, -3.348, 0.949], [-6.390, -2.159, -0.483], [-7.062, -2.607, -1.611], [-6.008, -3.849, 2.680], [-6.757, -2.373, 3.606], [-5.034, -2.475, 3.458], [-6.369, -3.349, -1.993], [-7.060, -1.718, -2.348], [-8.105, -2.945, -1.456], [-1.971, 1.901, 3.403], [-3.338, 2.242, 3.263], [-4.198, 1.326, 2.931], [-3.991, 0.133, 2.784], [-5.371, 1.917, 2.687], [-6.493, 1.158, 2.261], [-1.351, 2.702, 2.924], [-1.858, 0.943, 2.929], [-1.802, 1.872, 4.477], [-7.166, 0.830, 3.121], [-6.280, 0.192, 1.744], [-7.122, 1.854, 1.770], [-4.044, 0.362, -1.987], [-3.413, 1.067, -0.958], [-3.909, 2.099, -0.323], [-5.075, 2.407, -0.284], [-2.921, 2.700, 0.341], [-3.063, 4.007, 0.803], [-3.950, 0.999, -2.858], [-5.024, 0.221, -1.680], [-3.468, -0.498, -2.300], [-2.826, 4.707, -0.007], [-2.446, 4.122, 1.690], [-4.068, 4.197, 1.090], [-2.035, -8.692, 1.453], [-1.088, -7.595, 1.706], [-0.001, -7.438, 0.895], [0.410, -8.146, 0.066], [0.476, -6.178, 1.296], [1.570, -5.639, 0.424], [-1.399, -9.545, 1.405], [-2.517, -8.445, 0.469], [-2.749, -8.723, 2.275], [2.582, -5.860, 0.739], [1.442, -4.559, 0.547], [1.388, -6.008, -0.624], [2.410, -3.100, 3.425], [2.006, -4.455, 3.842], [0.673, -4.543, 4.152], [-0.186, -3.705, 4.051], [0.466, -5.791, 4.642], [-0.898, -6.099, 4.661], [2.197, -2.402, 4.287], [1.731, -2.893, 2.591], [3.483, -3.081, 3.273], [-1.487, -5.622, 5.490], [-0.990, -7.189, 4.873], [-1.415, -6.015, 3.631], [3.522, 2.889, -6.963], [2.219, 2.939, -6.304], [2.218, 2.134, -5.252], [3.157, 1.503, -4.738], [0.947, 2.078, -4.814], [0.731, 1.508, -3.483], [3.928, 1.929, -6.749], [3.997, 3.730, -6.509], [3.399, 3.171, -7.978], [-0.356, 1.469, -3.351], [1.255, 1.974, -2.643], [1.169, 0.525, -3.595], [-6.149, -0.569, -5.302], [-5.226, 0.213, -6.113], [-3.968, -0.193, -6.073], [-3.558, -1.165, -5.442], [-3.276, 0.668, -6.727], [-1.825, 0.574, -6.775], [-6.045, -0.301, -4.261], [-6.042, -1.654, -5.371], [-7.137, -0.154, -5.640], [-1.358, 0.864, -5.820], [-1.585, 1.338, -7.515], [-1.560, -0.437, -7.035], [-1.732, -3.406, -7.672], [-0.797, -2.340, -7.867], [0.428, -2.307, -7.322], [1.099, -1.301, -7.313], [0.766, -3.466, -6.819], [2.062, -3.519, -6.237], [-2.643, -2.892, -7.429], [-1.379, -4.034, -6.881], [-1.828, -3.955, -8.639], [2.880, -3.181, -6.994], [2.090, -4.604, -5.958], [2.176, -2.844, -5.344], [2.652, 4.942, -2.176], [2.651, 6.073, -1.255], [3.690, 6.909, -1.435], [4.572, 6.788, -2.263], [3.471, 7.941, -0.624], [4.145, 9.139, -0.674], [2.577, 5.346, -3.233], [1.774, 4.303, -1.958], [3.550, 4.368, -1.912], [4.471, 9.302, -1.677], [5.024, 9.156, -0.002], [3.391, 9.797, -0.289], [-2.742, -4.669, -2.327], [-3.156, -3.788, -0.597], [-0.928, -5.366, -2.237], [-2.997, -3.380, -3.794], [-3.425, -5.474, -2.460], [4.886, 1.337, -2.289], [3.503, 1.348, -0.879], [6.000, -0.298, -2.041], [5.760, 3.027, -2.375], [4.298, 1.192, -3.241], [5.277, -3.565, -0.632], [5.764, -3.846, -2.483], [5.359, -5.241, 0.497], [3.459, -2.857, -0.368], [5.955, -2.841, -0.148], [2.805, 1.854, 5.333], [1.997, 1.257, 6.982], [1.821, 1.286, 3.796], [4.696, 1.500, 5.249], [2.748, 2.925, 5.455], [1.331, 6.650, 1.861], [2.828, 7.527, 2.809], [-0.329, 7.641, 2.273], [1.042, 4.798, 2.333], [1.460, 6.731, 0.729], [-0.601, -0.387, 0.003], [0.254, 1.312, 0.422], [-0.533, -1.542, 1.588], [0.129, -1.249, -1.551], [-1.707, -0.114, -0.025]],
  "atomic_forces_ev_per_a": [[0.073, -0.979, 0.507], [0.479, 0.244, 0.079], [0.227, 0.555, 0.499], [-0.691, -0.894, -0.840], [-1.911, -0.098, -0.436], [1.679, 0.592, -1.199], [0.277, 0.708, -0.059], [-0.581, 0.517, -0.869], [0.022, -0.133, 0.676], [-0.184, 0.100, 0.414], [0.879, -0.129, 0.582], [-0.210, -0.509, 0.559], [-0.628, -1.234, -0.277], [0.276, 0.268, 1.107], [0.253, 1.682, -1.663], [0.262, -0.695, 1.250], [-1.542, -0.254, -0.062], [1.781, -2.186, -0.619], [-0.155, -0.114, -1.009], [0.439, 1.270, 0.748], [0.479, -0.070, -0.076], [-0.479, 0.761, -0.090], [-0.507, 0.200, 0.632], [-0.003, 0.142, 0.198], [1.403, 1.949, 0.030], [-0.892, -1.533, 0.724], [0.963, -0.577, -0.784], [-0.003, 1.067, -0.146], [-0.686, 0.686, 0.944], [0.950, -0.130, -0.519], [-0.834, -0.688, 0.591], [-0.766, -0.022, -0.809], [0.006, -0.989, -0.280], [0.154, -0.218, -0.083], [-1.221, 0.687, 0.457], [0.811, -0.199, -0.184], [1.895, -2.263, -1.094], [1.581, 1.646, -0.570], [-2.504, -1.993, -0.827], [0.542, 0.346, -0.328], [0.987, 1.614, 2.663], [-0.364, 0.922, -1.823], [-0.346, 1.671, 1.264], [-1.328, 0.007, 0.614], [-0.518, -0.086, -0.604], [-0.581, -0.551, -0.629], [-0.110, -1.359, 1.093], [0.808, 0.007, 0.152], [0.170, 0.500, 0.101], [-0.151, 1.613, 0.184], [-1.148, -1.910, -1.150], [0.115, 0.808, 0.341], [0.286, 0.245, 0.448], [-1.000, -1.917, 1.577], [-0.610, -0.785, 0.401], [0.660, -0.447, -0.064], [0.499, -0.176, -0.043], [1.225, 0.411, -0.357], [0.295, 1.263, -0.035], [-0.246, 0.443, -1.169], [0.864, 1.235, -1.165], [2.755, -0.566, 0.845], [-1.457, 0.542, 0.473], [0.298, 0.159, -0.398], [0.835, -1.471, -0.571], [-0.275, 0.961, -0.060], [-0.649, 0.308, -0.476], [-1.986, -0.858, 0.015], [0.008, -0.554, 0.817], [0.327, -0.050, 0.291], [0.247, 0.117, -0.264], [-1.008, 0.102, 0.337], [0.996, 1.746, -1.263], [-0.244, -0.156, -0.112], [-1.583, 3.565, 3.388], [0.827, -1.511, -1.760], [1.137, -1.557, -1.677], [-1.773, -0.201, -0.096], [-0.161, -1.136, -0.212], [0.225, -0.638, 0.975], [0.244, 0.145, -0.122], [-0.094, -0.596, 0.366], [-0.120, -0.311, -0.415], [0.337, 0.598, 1.060], [-1.569, -0.187, 1.610], [-0.939, 0.755, 0.381], [1.208, -0.761, 0.206], [0.749, 0.042, -0.290], [0.393, 1.195, -0.688], [-2.709, -1.845, -0.365], [0.039, -0.563, -1.010], [0.862, 0.570, -0.052], [-0.127, -0.396, -0.560], [0.716, 0.127, -0.963], [0.467, 0.632, -0.044], [0.973, 0.456, 1.662], [-1.139, 1.229, 0.936], [0.710, -1.096, -0.126], [-0.376, -1.164, 1.484], [-1.755, 1.537, -1.324], [0.372, 0.883, 0.852], [0.419, -0.833, -1.194], [0.796, -0.402, -0.281], [1.285, 0.131, 0.378], [-0.402, -0.343, -1.038], [0.413, 0.063, 0.015], [-0.143, 0.503, -0.465], [-0.307, -0.420, 0.510], [-1.053, 1.173, -0.622], [-0.905, -1.042, 0.500], [0.155, -1.195, 1.736], [-0.277, 0.838, -0.864], [1.231, 1.115, -0.771], [-0.504, 0.500, 0.332], [0.284, 0.164, 0.345], [0.044, 0.291, -0.497], [0.826, -0.921, 0.315], [-0.418, -0.180, -0.217], [0.312, -0.472, -0.021], [0.335, -0.045, -0.285], [0.537, -0.054, -1.148], [0.501, 0.822, -0.269], [-0.684, 1.077, -0.428], [-0.321, -0.517, -0.078], [0.273, -0.363, 0.266], [1.593, -0.212, -0.013], [-0.569, -0.141, 0.215], [-0.184, -0.522, 0.375], [0.035, 0.287, 0.848], [-1.492, -0.885, 1.239], [0.710, 1.149, -0.104], [-0.392, -0.715, -0.814], [-0.124, 0.319, -0.092], [0.052, -0.305, -0.340], [0.231, 0.223, -1.118], [-0.818, 0.273, 0.940], [-1.160, -2.293, 0.638], [1.158, 0.272, 0.645], [0.448, -0.753, 1.230], [0.317, 0.691, 0.088], [-0.299, 0.157, -0.805], [0.169, 0.671, -0.726], [-0.541, -0.029, -0.346], [0.047, 1.044, -0.177], [0.710, 1.477, 0.431], [0.036, -0.408, -0.797], [-0.565, 0.118, -0.221], [0.144, -0.670, 0.762], [-0.346, -0.485, -0.050], [-1.197, -1.034, -0.425], [0.518, -0.025, -0.385], [-0.341, 1.219, -0.278], [0.463, -0.348, 0.016], [0.943, 0.145, 1.160], [-0.367, -0.336, 1.190], [-0.231, -0.058, 0.722], [0.313, 1.004, -0.926], [0.775, 0.044, -0.528], [-0.293, -0.525, -0.398], [0.082, 0.521, 0.677], [0.039, -0.349, -0.032], [0.080, -0.062, -0.096], [-0.096, -0.302, -0.151], [-0.155, 0.132, -0.525], [-0.384, 0.837, -1.043], [-0.650, -0.764, -0.597], [0.563, -0.254, -0.200], [0.423, 0.217, -0.060], [0.190, -0.168, 1.804], [-1.613, 0.372, 1.215], [0.082, -0.175, -0.227], [0.160, 0.083, -0.411], [-0.403, 0.152, 0.403], [1.641, -0.548, -0.752]],
  "lowdin_charge": [-0.03, -0.02, -0.59, 0.11, 0.00, -0.06, 0.07, 0.11, 0.10, 0.10, 0.09, 0.10, -0.10, -0.01, -0.60, 0.15, -0.05, -0.04, 0.03, 0.07, 0.09, 0.11, 0.08, 0.10, -0.06, 0.00, -0.59, 0.09, -0.03, -0.01, 0.12, 0.04, 0.08, 0.09, 0.12, 0.08, 0.00, -0.03, -0.62, 0.10, -0.05, -0.06, 0.14, 0.08, 0.09, 0.08, 0.11, 0.11, -0.04, 0.00, -0.61, 0.10, 0.00, -0.04, 0.06, 0.05, 0.10, 0.11, 0.09, 0.08, -0.01, -0.02, -0.59, 0.14, -0.03, -0.04, 0.10, 0.07, 0.08, 0.11, 0.08, 0.09, 0.00, -0.07, -0.59, 0.16, -0.06, -0.07, 0.08, 0.11, 0.09, 0.02, 0.02, 0.06, -0.03, -0.03, -0.58, 0.08, 0.00, -0.10, 0.11, 0.02, 0.07, 0.10, 0.10, 0.12, 0.02, 0.02, -0.56, 0.04, -0.02, -0.07, 0.09, 0.09, 0.09, 0.09, 0.03, 0.05, -0.02, 0.01, -0.65, -0.04, 0.03, 0.04, 0.07, 0.10, 0.11, 0.09, 0.11, 0.06, -0.02, -0.03, -0.63, 0.12, -0.03, -0.04, 0.08, 0.08, 0.11, 0.13, 0.11, 0.11, -0.03, -0.04, -0.60, 0.11, -0.05, -0.05, 0.12, 0.09, 0.00, 0.10, 0.08, 0.10, -1.49, 0.56, 0.61, 0.63, -0.04, -1.50, 0.55, 0.56, 0.68, -0.05, -1.50, 0.56, 0.54, 0.56, -0.05, -1.64, 0.59, 0.58, 0.64, -0.04, -1.53, 0.58, 0.52, 0.57, -0.01, -1.51, 0.55, 0.63, 0.63, -0.01],
  "lumo_ev": -0.32,
  "molar_mass_g_mol": 2597.32,
  "homo_energy_ev": -10.09,
  "orbital_gap_ha": 0.3590,
  "max_force_ha_per_bohr": 0.1005
}